No. 1
Entry from the OMol25 dataset: 9 unconnected molecules or ions with the total composition C47H120N8O15 at a distorted geometry (ωB97M-V/def2-TZVPD).

Last column: Mulliken charge in e.
CARTESIAN COORDINATES (ANGSTROEM)
O: -0.7609 -6.3174 1.4813  -0.32
C: -2.9393 6.7062 -3.5756  -0.79
C: 5.5568 -1.5457 -1.9325  -0.84
H: -4.7646 -0.6273 4.2950  0.31
H: -3.5355 5.1290 -1.5484  0.18
C: -0.0988 -7.5166 1.3672  -0.85
H: 1.0969 3.8048 5.6349  0.38
H: -0.9042 1.5004 1.3019  0.26
H: 1.1386 1.3840 -1.2382  0.46
H: -2.5925 -2.1101 1.9013  0.21
H: 6.6500 5.0863 0.1844  0.39
H: -2.0589 -6.4681 -0.9838  -0.22
N: -1.2234 -3.3466 2.6861  0.04
C: 4.1520 3.0580 -1.3124  -1.10
H: 4.0327 -2.7949 6.5045  0.48
C: 0.0160 -5.1472 1.6844  -0.33
H: 0.3864 -1.1526 -0.0157  -0.42
H: -8.3363 8.6054 -1.6081  0.35
H: -2.0258 6.1697 -3.3191  0.20
H: 1.6605 2.6558 4.3352  0.19
H: -1.9288 -1.9000 -2.4654  0.45
C: 1.1819 -4.1346 5.3201  1.67
C: 3.2851 -2.8745 5.7153  -0.05
H: 2.9421 -3.5792 -3.6943  0.39
H: -10.6881 8.0900 1.0996  0.30
H: 2.9317 -1.8560 5.5550  -0.57
H: -1.8153 -3.9212 3.2689  0.26
C: -0.8692 -6.5917 -3.4547  -0.29
H: 0.7612 -5.2655 0.8978  0.44
H: 1.3315 -4.2038 4.2427  -0.41
H: 0.8279 -6.2582 5.0508  0.20
C: -1.7823 -2.0083 2.6232  0.37
C: -1.0596 3.9221 -5.4816  -0.53
H: -0.7382 -8.7783 -3.5711  0.38
H: -1.3875 -1.8800 4.6171  -0.44
H: -4.9765 -1.7813 2.9851  0.27
O: -3.4273 -2.2506 4.4910  -0.32
H: 7.7419 2.1039 1.7737  0.24
H: 7.2703 -1.4952 0.0153  0.18
C: -4.8072 0.7700 -5.4394  -0.49
H: -5.9779 4.9917 -1.2817  0.29
C: 5.7632 4.4532 0.2132  -0.93
O: -9.9614 7.4768 -0.7611  -0.34
H: -3.5007 6.7872 -1.1278  0.37
H: -1.6120 -4.0742 0.7862  0.15
N: 6.6351 -0.5688 -1.6682  -0.28
H: 6.1735 1.9441 -0.4545  -0.11
N: 2.2578 -3.7444 6.2682  -0.50
H: -0.6375 0.9469 -0.8284  0.62
H: 7.4614 2.6277 -0.9493  0.21
C: -9.8611 8.2528 0.4085  -0.77
H: -2.7101 -4.8965 6.1278  0.19
H: 3.6567 -0.7543 -1.2870  -0.19
H: 8.5958 0.9027 -0.8397  0.12
H: 1.7228 1.3283 1.0768  0.13
H: -5.1595 -1.7004 -5.8453  0.34
H: 4.5307 4.6355 2.5323  0.35
H: -1.3848 2.3106 5.6484  0.27
H: 2.0447 0.0739 5.9822  0.48
H: 0.7880 -4.2882 -3.0004  0.26
H: 4.5636 -0.9410 2.2321  0.30
C: 8.6869 -0.0571 -0.3313  -0.44
H: 3.9320 2.4381 -2.1816  0.41
H: 0.2428 -7.7485 2.3760  0.31
C: 4.1406 -1.8458 2.6686  -0.63
O: -0.6073 -3.5145 -1.9966  0.08
H: -1.8605 -3.5416 -4.1591  0.42
C: 4.0395 -3.3260 4.4921  -0.26
H: 0.7443 -5.7987 6.7811  0.51
H: 4.3198 0.1613 -2.5394  0.10
H: -3.0474 6.5032 -4.6410  0.29
H: -7.6819 6.5157 -0.0724  0.27
C: 7.7305 -1.1056 -0.8927  -0.22
N: 6.4939 2.5210 -1.2190  -0.43
H: -2.9219 2.3618 -6.2640  0.30
H: -0.8521 -4.2161 -5.1746  0.50
C: 4.1906 -0.8758 -2.2295  0.36
O: 5.7423 3.4217 1.2490  -0.02
O: 4.7193 -2.2368 3.8924  -0.39
H: 6.1582 4.5659 2.9909  0.33
H: -1.7880 -2.1930 -0.7898  -0.01
C: 2.9488 -2.9626 -2.7955  -0.12
H: -0.7568 -8.3438 1.1010  0.27
H: -5.6859 1.0996 -5.9939  0.24
H: -1.0830 -1.3042 2.1723  -0.47
O: -4.1814 6.3541 -3.0374  -0.39
H: -5.4671 -1.9242 -4.0812  0.25
H: 2.0133 -0.9655 -0.0937  -1.10
H: 0.4579 6.6746 -5.6638  0.26
H: -9.6849 9.2990 0.1586  0.30
C: 0.5904 -5.4617 5.7559  -1.01
O: -0.7636 5.2904 -5.3252  -0.22
H: 0.2593 -2.6020 -3.6422  0.34
H: -2.5884 7.7273 -3.4259  0.44
H: 6.7249 0.8275 1.2748  -0.10
C: -4.6952 -1.6832 4.0336  -0.75
H: 1.2335 5.1885 -4.9390  0.29
C: -1.1072 -4.3286 -4.1208  -1.25
H: 0.4934 -5.1938 2.6632  -0.34
O: 8.6719 0.0974 1.1378  -0.46
O: 0.0946 2.7731 -0.3965  -0.39
H: -0.8556 4.4385 -1.1278  0.41
C: 1.1328 0.3224 5.4394  -0.60
H: 7.5660 0.7900 2.8351  0.34
H: 0.5031 -3.3018 5.5039  -0.40
H: 3.7924 -3.3971 -2.2592  0.27
C: 1.1960 -0.7541 0.5957  0.99
C: -0.0050 -3.5785 -3.2362  -0.30
H: 5.2816 3.0959 3.1438  0.26
H: -1.3946 2.9425 -1.7551  0.40
H: 2.1208 -3.0826 -2.0968  -0.28
H: -0.2834 -6.5737 -4.3737  0.58
H: 4.9006 5.0999 0.0521  0.40
H: 5.4991 -2.4959 -1.4016  0.43
C: -0.4844 3.4782 -1.4857  -0.80
H: -1.1722 3.8104 -6.5600  0.30
C: -5.6013 -1.2732 -4.9451  -0.81
C: -1.7875 -2.7097 -1.7495  -0.98
C: -2.6662 -7.3030 -1.3333  -0.32
H: 3.4694 3.8995 -1.4312  0.45
C: -0.7550 -3.8479 1.4205  0.45
H: -0.1886 3.4135 -5.0682  0.39
H: 4.7892 -4.1097 4.6008  0.33
C: 1.4024 2.7886 5.3859  -1.30
H: -2.3596 -0.5222 4.2607  0.52
H: -8.8640 7.5417 -2.5918  0.42
H: 1.3628 0.3866 4.3759  -0.06
C: 0.8240 0.7639 0.8284  0.43
H: 3.8050 2.5800 -0.3964  0.01
H: 0.0909 1.6888 2.4425  0.09
H: 2.8817 -4.4564 6.6203  0.32
C: -2.2334 -1.5734 4.0018  -0.06
H: -3.1891 -7.7347 -0.4799  0.31
H: 5.8065 4.2389 -1.9675  0.51
C: -2.4239 3.6522 -4.8926  -0.14
H: -4.0805 0.2413 -6.0561  0.38
C: -8.7412 7.5981 -1.5102  -0.69
H: 3.9932 -2.6105 1.9060  0.36
H: -4.8083 2.8966 -5.0296  0.34
H: 1.3059 -1.3069 1.5287  0.28
H: -3.1122 4.3855 -5.3128  0.42
H: -2.4966 3.7187 -3.8070  -0.14
H: -5.3992 5.7864 0.0823  0.31
N: -6.3175 6.9936 -1.3165  -0.25
H: 0.8224 5.3262 -6.6823  0.32
H: -2.2235 -8.0646 -4.0070  0.36
H: -9.0310 8.0786 1.0932  0.28
H: 3.3698 -3.8228 3.7902  0.08
H: 3.1272 -1.5100 2.8887  0.21
C: 0.5105 1.6484 5.8429  0.26
H: 8.2612 -1.9384 -1.3542  0.37
H: -4.2439 2.0648 -3.7263  0.40
H: -1.3293 -3.9677 6.8508  0.31
H: -7.9069 5.5362 -1.4375  0.27
H: -6.6841 -1.1959 -5.0437  0.33
N: -2.7951 2.3158 -5.2631  -0.47
H: -5.4603 -2.2138 4.6003  0.26
C: -1.7052 -4.9448 6.5472  -0.70
C: 5.5956 3.6282 -1.0896  0.09
C: 5.3914 3.9676 2.4987  -0.97
H: -0.1702 -3.0112 1.0382  -0.60
H: -2.6653 -3.3542 -1.7948  0.38
H: 0.7162 -7.6066 0.6491  0.35
H: 6.3815 0.3630 -1.3724  0.31
H: 9.7293 -0.2767 -0.5619  0.35
H: 0.3966 -0.4554 5.6423  0.08
H: 2.4004 2.7393 5.8215  0.36
H: 0.2291 3.6337 -2.2949  0.23
O: 3.3227 -1.6577 -3.1124  -0.48
C: -7.6609 6.5615 -1.1613  -0.39
N: -1.8399 -5.4534 -3.5551  -0.28
O: -0.7224 1.8039 5.1730  -0.47
H: 5.9092 -1.9394 -2.8859  0.30
H: -0.0882 -6.3031 -2.7512  0.13
C: -4.1109 6.0493 -1.6485  -0.20
N: -0.2064 0.9675 1.8011  -0.30
O: -1.8242 -8.3147 -1.9381  -0.39
H: -1.7220 -5.5855 7.4289  0.32
C: -1.4391 -8.0067 -3.2524  -0.79
C: 0.5259 5.5867 -5.6662  -0.83
O: -5.2116 -0.0436 -4.4477  -0.30
H: 0.2088 1.6609 6.8903  0.46
C: -4.1774 2.0342 -4.8139  -0.61
C: -5.4310 5.8922 -1.0021  -0.70
C: 7.6752 1.0160 1.7744  -0.17
H: -2.0350 -5.1475 -2.6126  0.19
H: -3.4296 -6.9911 -2.0460  0.45
C: 0.3076 1.4026 -0.5331  -1.23
H: -5.9023 7.5922 -2.0160  0.26
O: -0.8567 -5.5206 5.5341  -0.28

Values from the calculation:
LUMO energy: 0.35 eV
E_tot: -93300.376 eV
Highest occupied orbital energy: -7.9 eV
Net charge: 0
HOMO-LUMO gap: 8.3 eV
SMILES: COC[C@H](C)N.COC[C@H](C)N.COCCNCCOC.COCCNCCOC.COCCNCCOC.COCCNCCOC.COCCNCCOC.COCCNCCOC.CC(C)O

=====

No. 2
Entry from the OMol25 dataset: a single C5H6N2S molecule at a distorted geometry (ωB97M-V/def2-TZVPD).

Last column: Mulliken charge in e.
CARTESIAN COORDINATES (ANGSTROEM)
N: -0.1012 -0.9995 0.2234  -0.27
H: -2.9929 2.4366 0.1589  0.37
N: 0.8384 0.2766 -1.4398  -0.41
C: 1.1888 -1.6226 0.4786  -0.45
H: 0.7298 -0.0007 2.0047  0.24
H: -0.4332 2.1037 -2.2118  0.10
C: -1.2503 0.9367 -0.3025  -0.66
H: 2.0729 -1.1988 0.0192  0.26
H: -0.0867 -1.6466 2.2291  0.22
C: -0.0814 0.1507 -0.5582  0.47
C: -2.1582 1.6914 -0.0482  0.28
C: 0.4182 -0.9756 1.5680  -0.28
H: 1.1387 -2.6648 0.4614  0.25
S: 0.7169 1.5128 -2.5829  -0.12

Values from the calculation:
LUMO energy: 0.57 eV
E_tot: -19093.593 eV
Highest occupied orbital energy: -8.4 eV
Net charge: 0
HOMO-LUMO gap: 9.0 eV
SMILES: C#C/C(=N\S)N1CC1

=====

No. 3
Entry from the OMol25 dataset: a molecular structure, Cl3H2LiO (ωB97M-V/def2-TZVPD).

Last column: Mulliken charge in e.
CARTESIAN COORDINATES (ANGSTROEM)
Cl: 3.5417 1.2662 0.2067  -0.98
H: -0.7191 -2.5070 0.0514  0.33
Cl: -1.3651 3.5880 1.9918  -0.96
Li: -0.3048 1.1046 -0.1493  0.90
O: -0.2232 -2.1703 0.7977  -0.65
H: 0.6589 -2.5222 0.6782  0.33
Cl: -1.5883 1.2408 -3.5765  -0.97

Values from the calculation:
LUMO energy: 4.53 eV
E_tot: -39855.797 eV
Highest occupied orbital energy: -2.1 eV
Net charge: -2
HOMO-LUMO gap: 6.7 eV

=====

No. 4
Entry from the OMol25 dataset: a single C5H8O molecule at a distorted geometry (ωB97M-V/def2-TZVPD).

Last column: Mulliken charge in e.
CARTESIAN COORDINATES (ANGSTROEM)
C: 0.9474 0.3226 1.5391  -0.69
H: -1.3647 -2.0415 -0.4420  0.45
H: 0.6419 1.3592 1.5299  0.32
C: -0.0007 1.0860 -1.0998  -1.00
H: 1.9931 0.0889 1.6832  0.24
C: -0.2434 -0.3754 -1.1744  0.10
O: -1.2263 -0.4780 0.9594  -0.38
H: -0.3441 1.6279 -0.2206  0.37
C: -1.0051 -1.0297 -0.3106  -0.65
H: -0.8015 1.1786 -1.8460  0.31
H: 0.3063 -1.7136 1.5737  0.38
H: 0.9428 1.4795 -1.4927  0.26
H: 0.0873 -0.8307 -2.0998  0.37
C: 0.0663 -0.6609 1.4323  -0.06

Values from the calculation:
LUMO energy: 1.11 eV
E_tot: -7359.128 eV
Highest occupied orbital energy: -8.7 eV
Net charge: 0
HOMO-LUMO gap: 9.8 eV
SMILES: C=CO/C=C\C

=====

No. 5
Entry from the OMol25 dataset: a single C2H4NP molecule at a distorted geometry (ωB97M-V/def2-TZVPD).

Last column: Mulliken charge in e.
CARTESIAN COORDINATES (ANGSTROEM)
C: 0.3304 -0.2618 1.4181  -0.72
H: -0.3593 -0.9443 1.7921  0.30
H: 1.2295 -0.2674 1.9632  0.25
C: 0.3743 0.2618 0.1735  0.13
H: -0.7243 1.6132 -0.4711  0.30
P: -0.5785 0.0305 -2.3022  -0.12
N: -0.4328 0.6990 -0.7836  -0.16
H: 0.1606 -1.1311 -1.7900  0.02

Values from the calculation:
LUMO energy (alpha / beta): -0.25 / 0.18 eV
E_tot: -12913.629 eV
Highest occupied orbital energy (alpha / beta): -7.6 / -7.5 eV
Net charge: 0
HOMO-LUMO gap (alpha / beta): 7.3 / 7.7 eV

=====

No. 6
Entry from the OMol25 dataset: a single C3H7NO3 molecule at a distorted geometry (ωB97M-V/def2-TZVPD).

Last column: Mulliken charge in e.
CARTESIAN COORDINATES (ANGSTROEM)
O: -2.9518 0.5740 0.2636  -0.45
N: -1.0666 0.9910 -0.0762  -0.01
H: -0.4076 -0.2492 1.3940  0.21
H: 2.0151 0.3665 1.2164  0.32
H: 1.0800 -1.4766 -0.2274  0.31
O: -1.3637 -1.4145 -0.0350  -0.51
C: 1.8587 0.5150 0.1455  -1.11
H: 1.5876 1.5581 -0.0144  0.34
H: -2.2947 -1.1452 0.1006  0.41
C: -0.5924 -0.3275 0.3115  0.32
C: 0.7972 -0.4350 -0.3940  -0.44
O: -2.1178 1.0231 -0.8602  -0.02
H: 2.8101 0.3308 -0.3566  0.34
H: 0.6459 -0.3105 -1.4677  0.30

Values from the calculation:
LUMO energy (alpha / beta): -2.23 / -2.03 eV
E_tot: -10849.522 eV
Highest occupied orbital energy (alpha / beta): -10.1 / -10.2 eV
Net charge: 0
HOMO-LUMO gap (alpha / beta): 7.9 / 8.2 eV